No. 1
The following is a DFT calculation (ωB97M-V with the def2-TZVPD basis set) of an isolated ion of composition C4H5N4O and charge +1 at a distorted geometry.

Atoms and positions in Å:
O: 2.44239 -1.68526 3.73772
N: 0.02808 3.00158 -1.07350
N: 2.30233 -1.73407 2.57212
N: -1.06645 -0.07981 -0.30097
N: 1.39810 -1.17477 1.87168
C: -0.67454 2.11236 -1.19689
C: 0.25430 -0.62254 -0.39032
C: 0.94006 -0.89005 0.81200
C: -1.47096 0.89590 -1.28736
H: -1.35203 0.47742 -2.29417
H: -2.52506 1.14172 -1.13381
H: -1.40639 0.10674 0.63399
H: 0.21922 -1.57896 -0.95205
H: 0.91093 0.02974 -0.99844

Forces on atoms 1 to 2 (eV/Å):
O -1.3424 0.8084 -0.7486
N 0.6203 0.7176 0.1235

Computed properties:
LUMO level = -7.39 eV
Energy = -12223.0017 eV
F_max = 0.147 hartree/bohr
Gap between HOMO and LUMO = 7.22 eV
Total charge = +1



No. 2
The following is a DFT calculation (ωB97M-V with the def2-TZVPD basis set) of C23H21NO5 in the gas phase at a distorted geometry.

Atoms and positions in Å:
O: 1.48744 -2.97671 4.69536
O: -6.05402 2.30730 -1.04364
O: 5.98078 2.43053 -1.07883
O: 1.91717 -5.09779 4.28141
O: -1.27679 -1.41110 0.87503
N: 1.41492 -3.99321 3.96961
C: -2.49992 1.52709 -0.44756
C: 3.64892 -0.31297 -0.78405
C: 0.28559 -2.66008 2.24018
C: -0.86441 -3.77537 0.41427
C: -3.80603 -0.48442 -0.36697
C: 1.23698 -0.47303 -0.45428
C: -4.88484 1.65146 -0.83214
C: 0.70466 -3.90003 2.73525
C: 0.34295 -5.09184 2.09150
C: -0.00799 -0.00079 -0.62234
C: 4.78327 1.80782 -1.02718
C: -2.55127 0.13344 -0.35091
C: -4.94245 0.25007 -0.63345
C: -0.48119 -5.00384 0.97633
C: -0.53891 -2.58540 1.10264
C: 3.53808 2.48493 -0.98552
C: -3.62578 2.27843 -0.75731
C: -1.29290 -0.74553 -0.35983
C: 2.39968 0.33652 -0.69321
C: -6.11418 3.76498 -1.05228
C: 6.03364 3.86639 -1.03728
C: 2.36730 1.75108 -0.82460
C: 4.81828 0.38783 -0.96738
H: -5.91545 -0.21832 -0.69447
H: -7.18299 3.99625 -1.10145
H: -1.56013 2.05780 -0.29912
H: 0.57427 -1.77307 2.79430
H: 1.40353 -1.49676 -0.12223
H: 1.40683 2.27421 -0.78262
H: -3.53218 3.35026 -0.91537
H: -0.83003 -5.92479 0.51937
H: 3.66183 -1.40351 -0.71579
H: 7.10264 4.08874 -1.05406
H: -3.88755 -1.56061 -0.19296
H: -5.68286 4.19738 -0.13700
H: 5.54043 4.30813 -1.91703
H: -1.39467 -1.44468 -1.22266
H: 0.69137 -6.04670 2.49388
H: -5.60559 4.17831 -1.93636
H: -0.20012 0.97625 -1.05440
H: 5.57845 4.26395 -0.11651
H: -1.47041 -3.74437 -0.49716
H: 5.78275 -0.11877 -1.04632
H: 3.50091 3.57448 -1.06482

Forces on atoms 1 to 2 (eV/Å):
O -0.1364 -1.8490 -1.4671
O -0.2552 0.6681 -0.0766

Computed properties:
LUMO level = -0.79 eV
Energy = -35914.2542 eV
F_max = 0.063 hartree/bohr
Gap between HOMO and LUMO = 7.09 eV
Total charge = 0



No. 3
The following is a DFT calculation (ωB97M-V with the def2-TZVPD basis set) of a 2-piece molecular cluster, C13H28B2NO10PS2 overall at a distorted geometry.

Atoms and positions in Å:
S: -0.83000 1.57459 -4.38723
S: 0.35740 1.97969 -0.07560
P: 1.35780 -0.61102 6.03813
O: 1.35631 -1.14310 7.68431
O: 1.35922 -0.07897 4.39203
O: -1.67796 -1.54265 -2.71188
O: 2.69860 3.09071 -2.12477
O: 1.66991 0.11777 -6.08267
O: 2.06381 1.14298 -3.67483
O: -2.43052 0.61128 -1.42692
O: -0.17691 -1.19476 5.87558
O: 0.52000 -1.99591 -5.29118
O: 2.36985 -1.69056 5.63356
N: 1.54708 -1.30584 -1.10928
C: -1.77953 3.94541 -1.99570
C: -3.63373 -0.19729 -1.17817
C: -0.54814 -1.90610 4.70912
C: 0.30520 2.08091 -1.94659
C: -0.15163 0.73117 -2.81219
C: 2.11854 -0.95475 -2.46279
C: 0.87385 1.24244 4.23350
C: 1.84699 2.15837 -2.59103
C: -4.60463 -0.20409 -2.53737
C: 1.16401 -0.03068 -3.41655
C: 1.75101 -2.46744 7.99602
C: -0.43305 3.47293 -2.50658
C: 2.42516 -0.84970 0.03740
B: 1.08985 -0.67637 -4.95637
B: -1.47003 -0.11741 -2.32514
H: 0.80169 1.46522 3.16721
H: 0.03267 3.30562 0.35186
H: -4.34278 0.68395 -3.27244
H: 1.56126 1.94728 4.70596
H: -2.44147 4.55455 -2.77403
H: 3.31359 -1.61165 0.15748
H: 0.09805 4.14150 -3.33151
H: 0.93831 0.57895 -6.59907
H: -3.43349 -1.28104 -0.78510
H: 0.30122 -2.40782 4.23929
H: 1.73043 -0.85736 1.00669
H: -4.30112 0.33340 -0.34293
H: -1.90234 -1.53301 -3.70867
H: -5.73325 -0.13434 -2.20319
H: 1.24907 -3.18568 7.33986
H: -2.20100 1.17380 -4.46608
H: 3.20381 -0.48730 -2.29667
H: 2.30084 -1.97715 -3.04103
H: -0.11923 1.33690 4.68157
H: 2.83563 -2.56607 7.92199
H: 1.45329 -2.68318 9.02486
H: -4.41757 -1.26724 -3.03797
H: -1.29021 -2.66050 4.98215
H: -1.00555 -1.21045 3.99821
H: 0.02297 -2.38082 -4.51102
H: 2.77830 0.24466 -0.22119
H: 1.57806 -2.36864 -1.05257
H: -2.14963 3.66483 -0.92045

Forces on atoms 1 to 2 (eV/Å):
S -1.4177 -1.4676 -0.6829
S -0.4607 0.9475 -0.4429

Computed properties:
LUMO level = -3.05 eV
Energy = -68204.6650 eV
F_max = 0.208 hartree/bohr
Gap between HOMO and LUMO = 5.59 eV
Total charge = 0



No. 4
The following is a DFT calculation (ωB97M-V with the def2-TZVPD basis set) of C33H35FN5O6S2Sr as an isolated structure.

Atoms and positions in Å:
Sr: 1.47196 0.46519 -0.44448
S: -1.20550 2.78265 -1.51149
S: -1.08964 1.33262 -5.61542
F: -0.45315 -1.05650 -1.11547
O: 4.57255 2.56131 0.70970
O: 4.04494 -3.12211 -1.39786
O: 5.53790 -0.45783 -5.47290
O: 2.12309 2.62003 -1.60798
O: 2.65621 3.40263 -3.65073
O: 2.65180 -1.67855 -0.37394
N: -0.10655 -0.21615 1.51138
N: 3.17942 0.20422 -2.22294
N: 0.18569 0.33385 -3.65195
N: -2.65069 0.68238 -0.74908
N: -3.35294 1.75961 -2.65086
C: 4.74262 -0.20770 -4.39127
C: -1.54856 -0.22511 -5.07441
C: 3.73117 -0.99256 -2.39084
C: 3.45510 -2.05172 -1.28443
C: -0.75781 1.21774 3.39344
C: -3.83168 -0.16037 -0.69978
C: -1.45712 -3.05286 -0.44216
C: -1.87793 -3.48992 1.85367
C: 2.64058 2.55089 -2.75844
C: -1.97328 -3.90160 0.53542
C: -1.27864 3.44809 2.35820
C: 1.84080 -1.58626 3.15866
C: 0.29483 0.92658 5.55347
C: -0.59744 1.58207 4.72953
C: 1.91717 -2.81354 4.06612
C: 1.06026 -0.10755 5.03032
C: 0.93338 -0.49862 3.70593
C: 4.55550 -1.23642 -3.47756
C: -2.47414 1.68069 -1.62571
C: -3.16045 1.91835 3.04998
C: 0.11936 1.38991 -4.40481
C: -0.00035 0.15922 2.86877
C: -1.72587 1.99710 2.52958
C: -0.76155 -0.58317 -4.02602
C: 3.52466 2.16788 0.68672
C: -0.88427 -1.86635 -0.07460
C: 4.14348 1.03273 -4.20197
C: -0.72090 -1.39327 1.25392
C: 3.36668 1.20706 -3.06948
C: -1.28303 -2.28771 2.20136
C: -4.52813 0.92515 -2.81379
C: -4.30958 -0.40991 -2.11974
C: 3.24011 -1.02733 2.89949
H: -1.69914 1.53362 1.54746
H: -0.27955 3.50272 1.92331
H: 4.27137 1.85481 -4.89621
H: -1.98686 0.64271 0.01071
H: 2.43614 -3.62424 3.55152
H: -5.23580 -0.98500 -2.11680
H: -4.69773 0.78005 -3.88264
H: -3.21531 2.55914 -3.24522
H: -3.54896 -0.98068 -2.65606
H: 5.02614 -2.20112 -3.60163
H: 1.45013 -1.91654 2.19887
H: -1.49665 -3.30190 -1.49567
H: -1.23512 -2.00883 3.24686
H: -1.18653 2.40392 5.12332
H: 3.20395 -0.14082 2.26228
H: -3.83994 2.44368 2.37345
H: 1.77864 -0.61463 5.66484
H: -2.33753 -0.79860 -5.53176
H: 2.46463 -2.60620 4.98959
H: -2.41842 -4.84935 0.26610
H: -3.49249 0.88154 3.13658
H: -2.27080 -4.11850 2.64501
H: 0.40327 1.22160 6.59034
H: -0.82355 -1.51540 -3.48460
H: -1.95272 3.98610 1.68883
H: -4.62299 0.31861 -0.10968
H: 0.75490 2.25848 -4.28218
H: 5.57128 0.33703 -6.01652
H: 0.92042 -3.16739 4.33624
H: -3.55999 -1.09018 -0.20094
H: -5.41607 1.42022 -2.40182
H: 3.86627 -1.76538 2.39614
H: -3.25388 2.38021 4.03636
H: 3.72048 -0.73112 3.83726
H: -1.25766 3.96663 3.32111

Forces on atoms 1 to 2 (eV/Å):
Sr -0.7506 0.4633 -0.0054
S 0.0281 -0.2401 0.2080

Computed properties:
LUMO level = 2.06 eV
Energy = -79756.4800 eV
F_max = 0.017 hartree/bohr
Gap between HOMO and LUMO = 6.66 eV
Total charge = -1



No. 5
The following is a DFT calculation (ωB97M-V with the def2-TZVPD basis set) of C3H8N2O as an isolated structure.

Atoms and positions in Å:
O: 0.21585 1.77809 -0.42009
N: -0.94266 0.01547 0.79150
N: 1.02648 -0.40390 0.07120
C: 0.23278 0.65040 0.02682
C: 2.34340 -0.38305 -0.52178
C: -2.19773 0.00875 0.03815
H: -1.05652 0.46341 1.69972
H: -2.05384 -0.58985 -0.86465
H: 2.52974 0.58652 -0.99788
H: -0.07071 -0.88578 0.71940
H: -2.99720 -0.43247 0.63764
H: 2.44057 -1.16829 -1.28027
H: 3.11443 -0.55295 0.23878
H: -2.46154 1.03073 -0.25135

Forces on atoms 1 to 2 (eV/Å):
O 0.0191 -0.3305 0.1382
N -0.0744 0.1214 0.1556

Computed properties:
LUMO level = 0.83 eV
Energy = -8266.9772 eV
F_max = 0.007 hartree/bohr
Gap between HOMO and LUMO = 9.87 eV
Total charge = 0



No. 6
The following is a DFT calculation (ωB97M-V with the def2-TZVPD basis set) of C2H6N4OS in the gas phase at a distorted geometry.

Atoms and positions in Å:
S: -0.00278 -2.57754 -2.50150
O: 0.06318 0.23763 0.29396
N: 0.51460 0.88414 -0.78013
N: -0.18106 0.21618 2.59061
N: 0.45377 2.23254 1.58320
N: 0.05298 -1.31155 -1.29247
C: 0.12350 0.98344 1.51236
C: 0.41188 0.00265 -1.72020
H: 0.85502 2.54089 0.73754
H: -0.66453 0.98794 3.27252
H: -0.82128 -0.54198 2.21598
H: -0.13638 -1.45794 -0.34937
H: 0.67502 0.23097 -2.70538
H: -1.34391 -2.42736 -2.85712

Forces on atoms 1 to 2 (eV/Å):
S -1.1961 1.2137 1.0448
O -0.4046 0.3887 5.1776

Computed properties:
LUMO level = 0.50 eV
Energy = -21011.3450 eV
F_max = 0.105 hartree/bohr
Gap between HOMO and LUMO = 9.68 eV
Total charge = 0



- The lowest total charge belongs to which entry?
  C33H35FN5O6S2Sr